ORCA calculation (ωB97M-V/def2-TZVPD) on C20H35CuN4O9 as an isolated structure at a distorted geometry.

Structure (XYZ):
```
69
Properties=species:S:1:pos:R:3
Cu 38.279 -6.934 10.105
C 35.095 -7.023 12.539
C 35.145 -6.413 11.133
O 36.265 -6.693 10.432
H 36.032 -6.894 13.085
H 34.904 -8.101 12.524
H 34.254 -6.602 13.105
H 34.912 -5.327 11.224
H 34.225 -6.772 10.620
C 42.050 -6.475 6.647
C 43.372 -6.919 6.945
C 43.692 -7.218 8.458
O 44.863 -7.383 8.779
C 42.610 -7.104 9.404
C 41.333 -6.746 9.044
C 41.010 -6.516 7.573
O 39.829 -6.272 7.199
O 40.412 -6.636 9.932
O 44.256 -7.125 6.111
H 41.848 -6.378 5.586
H 42.829 -7.269 10.453
C 38.093 -4.100 8.267
O 38.155 -5.036 9.018
N 37.182 -3.090 8.385
C 36.938 -2.243 7.244
C 36.187 -3.167 9.424
H 38.777 -3.934 7.422
H 36.056 -2.480 6.638
H 37.768 -2.233 6.539
H 36.810 -1.228 7.631
H 35.274 -3.636 9.039
H 36.562 -3.781 10.239
H 35.858 -2.206 9.828
C 39.110 -9.703 11.751
O 38.608 -8.893 11.004
N 38.602 -10.121 12.919
C 39.347 -11.063 13.746
C 37.417 -9.548 13.516
H 40.057 -10.193 11.474
H 39.878 -10.534 14.539
H 40.060 -11.685 13.209
H 38.597 -11.750 14.140
H 37.004 -10.192 14.293
H 37.728 -8.620 14.006
H 36.598 -9.359 12.829
C 38.208 -8.559 7.248
O 38.293 -8.262 8.418
N 37.076 -8.368 6.532
C 36.978 -8.774 5.156
C 35.992 -7.546 7.014
H 38.954 -9.102 6.654
H 37.815 -9.357 4.777
H 36.938 -7.885 4.513
H 36.053 -9.326 4.971
H 36.073 -7.273 8.068
H 35.971 -6.623 6.425
H 35.024 -8.046 6.916
C 38.450 -5.316 12.976
O 38.602 -6.178 12.136
N 38.823 -4.033 12.789
C 38.693 -3.111 13.911
C 39.551 -3.649 11.604
H 38.045 -5.536 13.974
H 39.661 -3.073 14.434
H 37.972 -3.379 14.674
H 38.611 -2.131 13.439
H 39.725 -4.492 10.937
H 39.039 -2.904 10.984
H 40.493 -3.185 11.909
```

Values from the calculation:
molar mass = 539.07 g mol⁻¹
expectation value of S² = 0.752
orbital gap (alpha / beta) = 5.3 / 5.3 eV
max |F| = 2.15 eV/Å
DFT total energy = -90333.9928 eV
multiplicity = 2
energy relative to the best compared isomer or geometry (same formula, charge and spin) = 0.0 kJ/mol
charge = -1



ORCA calculation (ωB97M-V/def2-TZVPD) on C20H35IrN2O2P2 as an isolated structure at a distorted geometry.

Structure (XYZ):
```
62
Properties=species:S:1:pos:R:3
Ir -0.270 -0.137 0.143
P 0.805 -1.609 1.480
C -0.022 -3.180 1.037
C -0.799 -3.099 -0.290
N -1.109 -1.870 -0.773
C -1.655 -1.706 -1.995
C -2.417 -2.736 -2.568
C -2.333 -3.992 -1.986
C -1.411 -4.166 -0.945
C -1.455 -0.350 -2.639
P 0.121 0.462 -1.874
H -1.351 -5.117 -0.446
H -3.059 -2.505 -3.426
H -3.021 -4.784 -2.304
H -1.229 -0.302 -3.728
H -2.307 0.329 -2.468
H 0.663 -3.958 1.353
H -0.808 -3.213 1.809
H 3.021 -4.806 -2.653
O 3.470 -5.606 -2.318
H 3.857 -5.481 -1.432
H 4.290 0.343 -1.108
O 4.854 -0.305 -1.480
H 5.557 0.193 -1.891
C 1.279 -0.106 -3.102
H 0.655 -0.199 -4.006
H 2.032 0.680 -3.241
H 1.768 -1.044 -2.829
C -0.027 2.213 -2.358
H 0.942 2.673 -2.111
H -0.161 2.229 -3.453
H -0.845 2.757 -1.850
C 0.010 -1.660 3.138
H 0.276 -2.692 3.423
H 0.449 -0.943 3.828
H -1.084 -1.550 3.058
C 2.519 -1.805 1.822
H 2.839 -1.055 2.548
H 2.477 -2.786 2.301
H 3.148 -1.777 0.928
C -3.150 3.781 -0.318
N -1.861 3.216 0.018
C -0.857 4.224 0.296
C -1.953 2.066 0.894
C -0.830 2.010 1.872
C -0.857 2.562 3.163
C 0.312 2.575 3.918
C 1.486 2.047 3.370
C 1.516 1.429 2.110
C 0.277 1.287 1.465
H -3.611 4.256 0.570
H -3.830 2.995 -0.685
H -3.042 4.547 -1.098
H -1.005 4.659 1.301
H 0.162 3.802 0.256
H -0.940 5.040 -0.446
H -2.931 2.040 1.384
H -1.900 1.137 0.271
H -1.804 2.944 3.547
H 0.316 2.935 4.946
H 2.408 2.055 3.950
H 2.427 1.055 1.625
```

Values from the calculation:
molar mass = 589.68 g mol⁻¹
expectation value of S² = 8.785
orbital gap (alpha / beta) = 6.5 / 4.0 eV
max |F| = 4.23 eV/Å
DFT total energy = -49765.8955 eV
multiplicity = 6
energy relative to the best compared isomer or geometry (same formula, charge and spin) = 0.8 kJ/mol
charge = +3



ORCA calculation (ωB97M-V/def2-TZVPD) on C20H36AsN5O5S2Zn as an isolated structure.

Structure (XYZ):
```
70
Properties=species:S:1:pos:R:3
Zn 0.269 -0.280 0.234
O 1.766 -0.300 6.139
C 1.371 -0.289 4.846
C 0.855 0.856 4.239
C 0.472 0.761 2.917
N 0.593 -0.377 2.253
C 1.089 -1.474 2.811
C 1.495 -1.479 4.128
C 1.169 -2.663 1.846
O 1.584 -3.730 2.272
O 0.781 -2.384 0.665
C -0.100 1.906 2.077
O -0.232 2.996 2.609
O -0.385 1.577 0.876
H 1.633 0.574 6.528
H 0.748 1.798 4.761
H 1.895 -2.375 4.578
C 3.426 1.673 0.213
As 2.668 0.064 -0.569
C 3.372 0.129 -2.374
C 3.843 -1.280 0.204
H 4.513 1.672 0.133
H 3.137 1.719 1.264
H 3.010 2.537 -0.303
H 4.457 0.232 -2.327
H 2.940 0.966 -2.916
H 3.115 -0.797 -2.887
H 4.875 -1.082 -0.086
H 3.541 -2.272 -0.129
H 3.762 -1.254 1.290
C 0.635 4.405 -0.144
N -0.617 4.126 -0.822
C -1.592 5.203 -0.745
C -0.687 3.131 -1.732
S 0.679 2.316 -2.257
N -1.942 2.760 -2.131
C -2.980 2.527 -1.132
C -2.097 1.950 -3.320
H 0.416 5.021 0.726
H 1.332 4.927 -0.804
H 1.078 3.475 0.199
H -1.092 6.150 -0.965
H -2.025 5.270 0.255
H -2.384 5.056 -1.470
H -2.674 2.916 -0.168
H -3.138 1.450 -1.024
H -3.924 2.991 -1.429
H -1.363 2.243 -4.066
H -3.102 2.115 -3.714
H -1.970 0.882 -3.106
C -3.346 -1.847 0.423
N -2.645 -2.856 -0.353
C -3.385 -4.098 -0.535
C -1.559 -2.541 -1.071
S -1.264 -0.890 -1.486
N -0.783 -3.527 -1.529
C -0.505 -4.736 -0.746
C 0.273 -3.229 -2.484
H -3.864 -2.355 1.236
H -4.074 -1.311 -0.190
H -2.645 -1.126 0.838
H -4.433 -3.845 -0.709
H -3.329 -4.742 0.344
H -3.013 -4.638 -1.400
H -1.105 -4.766 0.155
H 0.536 -4.699 -0.430
H -0.692 -5.628 -1.347
H -0.092 -2.571 -3.268
H 0.593 -4.175 -2.918
H 1.119 -2.760 -1.974
```

Values from the calculation:
molar mass = 630.98 g mol⁻¹
orbital gap = 8.1 eV
max |F| = 0.70 eV/Å
DFT total energy = -169942.5004 eV



ORCA calculation (ωB97M-V/def2-TZVPD) on C20H36BCl18F10NO4S2Sn as an isolated structure at a distorted geometry.

Structure (XYZ):
```
93
Properties=species:S:1:pos:R:3
Sn -1.045 0.999 6.931
B -0.638 -2.332 8.152
F -0.807 -3.713 8.283
F -1.763 -1.705 8.784
F 0.482 -1.840 8.683
F -0.853 -1.928 6.820
C -0.790 5.369 8.769
F -0.891 5.063 10.096
F -1.964 5.105 8.224
F -0.515 6.649 8.665
S 0.557 4.363 7.812
O -0.090 4.116 6.534
O 1.797 5.174 7.735
N 0.446 2.822 8.616
S 1.725 2.957 9.546
O 2.990 2.801 8.813
O 1.756 4.002 10.522
C 1.619 1.347 10.673
F 2.816 1.123 11.323
F 0.694 1.433 11.599
F 1.430 0.284 9.913
Cl -5.061 6.559 7.650
C -4.972 6.198 9.360
C -4.280 7.282 10.103
Cl -5.260 8.714 9.815
H -4.369 5.291 9.386
H -5.940 6.038 9.836
H -3.323 7.481 9.622
H -4.161 7.061 11.164
Cl -2.628 2.555 9.720
C -2.784 1.096 10.729
C -3.097 1.359 12.219
Cl -2.870 -0.091 13.184
H -1.799 0.629 10.723
H -3.492 0.430 10.235
H -4.128 1.688 12.350
H -2.380 2.055 12.654
Cl 7.532 2.770 9.183
C 5.869 2.874 8.665
C 5.757 3.408 7.196
Cl 5.914 5.174 7.183
H 5.398 3.491 9.430
H 5.364 1.914 8.779
H 4.761 3.054 6.931
H 6.465 3.006 6.471
Cl 4.290 -3.790 12.603
C 5.537 -2.781 11.936
C 5.533 -1.379 12.587
Cl 7.204 -0.658 12.492
H 5.346 -2.760 10.863
H 6.485 -3.274 12.152
H 5.274 -1.495 13.640
H 4.797 -0.694 12.165
Cl 0.129 7.127 12.556
C 1.875 6.948 12.262
C 2.225 7.240 10.801
Cl 3.942 7.520 10.450
H 2.332 5.981 12.471
H 2.421 7.637 12.907
H 1.722 8.124 10.409
H 1.965 6.473 10.072
Cl -0.539 7.832 5.797
C -2.091 7.295 5.092
C -3.096 8.502 4.973
Cl -4.581 8.036 4.084
H -2.445 6.512 5.763
H -1.825 6.897 4.112
H -2.523 9.314 4.526
H -3.390 8.820 5.973
Cl -0.232 10.647 8.712
C -1.477 9.629 9.545
C -2.156 10.531 10.537
Cl -0.955 11.360 11.602
H -0.828 8.934 10.079
H -2.087 9.138 8.787
H -2.822 9.904 11.130
H -2.843 11.234 10.066
Cl 1.676 -1.040 13.099
C 0.208 -1.766 12.446
C 0.548 -3.022 11.672
Cl 0.620 -4.422 12.838
H -0.262 -0.986 11.847
H -0.474 -2.055 13.246
H 1.413 -2.853 11.030
H -0.122 -3.263 10.848
Cl -3.352 1.723 3.146
C -3.793 3.490 3.106
C -4.240 3.953 4.485
Cl -2.888 3.829 5.647
H -4.565 3.634 2.349
H -3.082 4.222 2.723
H -4.974 3.208 4.792
H -4.597 4.980 4.564
```

Values from the calculation:
molar mass = 1376.30 g mol⁻¹
expectation value of S² = 0.753
orbital gap (alpha / beta) = 5.2 / 1.8 eV
max |F| = 5.74 eV/Å
DFT total energy = -311752.7956 eV
multiplicity = 2
charge = +1



ORCA calculation (ωB97M-V/def2-TZVPD) on an isolated ion of composition C20H36BClNO4Si and charge -1 at a distorted geometry.

Structure (XYZ):
```
64
Properties=species:S:1:pos:R:3
C 1.938 -0.003 5.115
C 1.381 -0.176 3.643
Cl 2.773 -0.444 2.507
C 0.380 -1.406 3.529
C -0.230 -1.437 2.075
O -0.042 -2.610 1.287
B -0.951 -2.325 0.128
C 0.089 -1.751 -1.028
C 1.057 -2.837 -1.601
O 2.075 -2.128 -2.403
Si 2.051 -2.645 -4.021
C 2.533 -4.510 -3.977
C 3.310 -1.671 -5.097
C 0.355 -2.401 -4.862
O -1.937 -1.276 0.514
C -1.820 -1.295 1.940
C -2.522 -0.157 2.784
C -3.037 1.067 1.937
C -2.692 2.449 2.652
N -1.255 2.761 2.506
C -0.993 4.051 1.847
C -0.706 3.743 0.312
C -0.339 2.380 -0.086
C -0.107 2.042 -1.498
C -0.212 3.086 -2.509
C -0.543 4.440 -2.111
C -0.805 4.779 -0.704
O -1.122 6.108 -0.382
H 1.026 -0.012 5.782
H 2.442 0.997 5.219
H 2.652 -0.808 5.411
H 0.805 0.767 3.421
H 0.994 -2.323 3.724
H -0.439 -1.270 4.292
H 0.170 -0.507 1.568
H -1.412 -3.330 -0.380
H -0.480 -1.316 -1.898
H 0.727 -0.947 -0.565
H 0.520 -3.595 -2.244
H 1.626 -3.372 -0.788
H 3.530 -4.550 -3.446
H 2.637 -4.936 -5.016
H 1.819 -5.113 -3.361
H 3.115 -0.562 -5.071
H 4.366 -1.875 -4.789
H 3.164 -2.012 -6.159
H 0.481 -2.434 -5.983
H -0.420 -3.141 -4.539
H -0.047 -1.378 -4.621
H -2.344 -2.257 2.222
H -1.780 0.235 3.532
H -3.333 -0.655 3.386
H -4.168 1.016 1.957
H -2.731 1.047 0.865
H -3.377 3.229 2.228
H -2.932 2.317 3.750
H -0.738 2.654 3.374
H -1.883 4.738 1.880
H -0.113 4.601 2.274
H -0.217 1.538 0.630
H 0.156 0.995 -1.757
H 0.004 2.795 -3.566
H -0.582 5.220 -2.910
H -1.869 6.410 -0.923
```

Values from the calculation:
molar mass = 428.86 g mol⁻¹
orbital gap = 6.5 eV
max |F| = 2.79 eV/Å
DFT total energy = -52082.8212 eV
charge = -1



ORCA calculation (ωB97M-V/def2-TZVPD) on C20H36Cl2N2O6PPt as an isolated structure at a distorted geometry.

Structure (XYZ):
```
68
Properties=species:S:1:pos:R:3
O 0.257 0.053 -1.984
C -0.783 0.306 -2.860
C -0.464 1.618 -3.594
C 0.397 2.555 -3.043
H 0.885 2.327 -2.095
C 0.624 3.768 -3.703
H 1.295 4.495 -3.250
C 0.001 4.029 -4.918
H 0.179 4.971 -5.434
C -0.855 3.070 -5.479
H -1.339 3.262 -6.435
C -1.087 1.869 -4.818
H -1.759 1.117 -5.240
H -0.743 -0.505 -3.612
C -2.595 -1.155 -1.912
C -2.159 0.244 -2.249
H -3.674 -1.230 -1.825
H -2.168 -1.469 -0.943
H -2.192 -1.829 -2.646
C -2.854 1.411 -1.969
C -4.168 1.500 -1.231
H -2.372 2.370 -2.233
H -4.904 1.977 -1.867
H -4.061 2.111 -0.321
H -4.526 0.509 -0.934
Pt -0.017 0.016 0.193
Cl 0.600 2.242 0.402
Cl -2.214 0.471 0.345
H 4.638 1.357 -2.770
H 4.965 1.695 -0.086
C 3.580 1.364 -2.473
C 3.877 1.557 -0.013
N 3.422 0.770 -1.151
H 2.987 0.796 -3.204
C 2.726 -0.360 -0.996
O 2.044 -0.629 0.030
H 3.613 1.038 0.910
H 2.794 -1.076 -1.853
H 3.222 2.405 -2.438
H 3.382 2.535 -0.048
H -0.590 -5.356 0.616
H 1.303 -5.748 -1.319
C -1.049 -4.768 -0.193
C 0.776 -4.972 -1.888
N 0.001 -4.124 -0.988
H -1.704 -4.002 0.217
C 0.204 -2.811 -0.953
O -0.398 -2.101 -0.103
H 1.506 -4.340 -2.415
H 0.893 -2.395 -1.726
H -1.622 -5.444 -0.842
H 0.112 -5.454 -2.618
C -1.513 1.663 3.728
O -0.847 0.373 3.890
P -0.253 -0.205 2.419
O 1.249 -0.438 2.887
C 1.976 0.744 3.481
O -1.273 -1.440 2.347
C -0.577 -2.652 2.772
H -2.066 1.669 2.795
H -0.735 2.415 3.723
H -2.199 1.795 4.546
H 2.417 1.319 2.663
H 1.274 1.365 4.042
H 2.724 0.371 4.158
H 0.357 -2.715 2.218
H -0.412 -2.571 3.844
H -1.206 -3.489 2.531
```

Values from the calculation:
molar mass = 697.47 g mol⁻¹
expectation value of S² = 2.017
orbital gap (alpha / beta) = 3.9 / 5.6 eV
max |F| = 4.23 eV/Å
DFT total energy = -74168.2850 eV
multiplicity = 3
energy relative to the best compared isomer or geometry (same formula, charge and spin) = 281.6 kJ/mol
charge = -1